# C4H7NO3

One molecule with the formula C4H7NO3 at a distorted geometry (ωB97M-V/def2-TZVPD, the OMol25 dataset).

Results
Electronic energy (hartree): -437.05305
F_max (eV Å⁻¹): 3.07
Frontier orbital gap (eV): 8.60
Relative energy (zero: lowest compared OMol25 entry of this formula, charge and spin) (eV): 2.4582
Charge: 0
Spin multiplicity: 1
LUMO energy (eV): 0.57

Last column: natural (NBO) charge in e.
CARTESIAN COORDINATES (ANGSTROEM)
C: -0.72 1.03 0.12  -0.3948
C: -1.70 0.11 -0.54  -0.6300
C: 0.12 0.67 1.13  0.5948
C: 1.30 -0.43 -0.38  0.9097
N: 1.03 -1.62 -0.97  -0.8413
O: 0.54 1.60 2.03  -0.6592
O: 0.76 -0.51 1.12  -0.5833
O: 2.09 0.39 -0.75  -0.5585
H: 1.28 1.20 2.51  0.4874
H: -0.94 2.09 0.04  0.2147
H: 1.67 -1.91 -1.69  0.4182
H: 0.46 -2.28 -0.47  0.4166
H: -1.52 0.07 -1.62  0.2052
H: -1.66 -0.90 -0.14  0.2017
H: -2.72 0.48 -0.39  0.2187